{
  "formula": "C37H23CdF4N9O3S",
  "method": "wB97M-V/def2-TZVPD",
  "symbols": ["Cd", "C", "C", "C", "C", "N", "C", "C", "C", "C", "C", "C", "N", "H", "H", "H", "H", "H", "H", "H", "H", "O", "S", "O", "O", "C", "N", "C", "C", "C", "N", "C", "C", "C", "N", "C", "C", "H", "H", "H", "H", "H", "H", "C", "C", "C", "C", "C", "C", "H", "H", "H", "H", "H", "H", "H", "H", "H", "F", "C", "C", "F", "C", "C", "C", "F", "C", "C", "C", "N", "C", "N", "F", "C", "C", "N", "C", "N"],
  "xyz": [[2.152, 1.226, -1.040], [2.517, 2.556, -5.227], [3.886, 2.738, -5.276], [4.608, 2.801, -4.094], [3.954, 2.657, -2.885], [2.625, 2.442, -2.848], [1.927, 2.409, -3.988], [4.689, 2.728, -1.574], [6.018, 3.098, -1.490], [6.642, 3.100, -0.250], [5.919, 2.759, 0.877], [4.584, 2.434, 0.718], [3.993, 2.415, -0.475], [1.916, 2.517, -6.125], [4.394, 2.829, -6.228], [5.677, 2.947, -4.124], [0.861, 2.265, -3.887], [6.573, 3.380, -2.372], [7.687, 3.365, -0.170], [6.374, 2.737, 1.857], [3.962, 2.170, 1.564], [-5.174, -3.966, 4.605], [-6.327, -3.180, 4.999], [-7.461, -3.277, 4.090], [-6.659, -3.249, 6.405], [-5.823, -1.452, 4.710], [-6.579, -0.468, 5.238], [-6.253, 0.768, 4.902], [-5.199, 1.072, 4.047], [-4.471, -0.003, 3.577], [-4.770, -1.251, 3.917], [-3.318, 0.118, 2.638], [-2.690, -0.990, 2.233], [-1.543, -0.868, 1.291], [-1.760, 0.223, 0.350], [-2.278, 1.422, 0.893], [-2.939, 1.404, 2.053], [-6.863, 1.559, 5.327], [-4.978, 2.097, 3.779], [-3.019, -1.965, 2.577], [-1.411, -1.781, 0.723], [-2.121, 2.310, 0.296], [-3.269, 2.335, 2.491], [-2.172, -2.311, -3.573], [-2.565, -0.834, -3.425], [-4.096, -0.708, -3.378], [-2.025, -0.040, -4.618], [-2.015, -0.339, -2.133], [-1.920, -0.056, -0.963], [-2.583, -2.711, -4.503], [-2.564, -2.900, -2.743], [-1.086, -2.427, -3.595], [-4.531, -1.075, -4.310], [-4.393, 0.334, -3.242], [-4.503, -1.289, -2.550], [-2.568, -0.319, -5.523], [-0.967, -0.262, -4.780], [-2.154, 1.034, -4.466], [0.644, -1.340, -0.538], [1.118, -2.130, 0.458], [2.093, -3.186, 0.206], [1.589, -4.404, 0.602], [3.273, -2.856, 0.900], [3.007, -3.018, 2.319], [1.819, -2.484, 2.699], [1.548, -2.389, 3.994], [0.858, -1.863, 1.747], [-0.097, -0.693, 2.102], [0.653, 0.462, 1.559], [1.269, 1.265, 1.014], [-0.316, -0.463, 3.538], [-0.497, -0.205, 4.641], [3.955, -3.246, 3.226], [4.227, -1.907, 0.449], [5.343, -1.440, 1.210], [6.259, -1.016, 1.767], [3.864, -1.143, -0.656], [3.480, -0.475, -1.535]],
  "lumo_energy_ev": [-2.8, -2.8],
  "de_lowest_kj_mol": 464.60,
  "e_homo_ev": [-6.67, -6.67]
}

=====

{
  "formula": "C4H9NO3P",
  "method": "wB97M-V/def2-TZVPD",
  "symbols": ["N", "C", "C", "C", "C", "P", "O", "O", "O", "H", "H", "H", "H", "H", "H", "H", "H", "H"],
  "xyz": [[-0.441, -2.004, 0.258], [-0.207, -0.545, 0.334], [0.782, 0.002, -0.598], [1.512, 1.277, -0.196], [2.290, 0.057, -0.339], [-1.902, 0.147, -0.082], [-2.034, 0.073, -1.566], [-2.897, -0.597, 0.834], [-1.665, 1.651, 0.391], [-1.261, -2.179, -0.432], [-1.014, -2.295, 1.049], [-0.005, -0.228, 1.443], [0.478, -0.218, -1.691], [1.223, 1.546, 0.767], [1.535, 2.099, -0.858], [2.750, 0.097, -1.219], [2.782, -0.466, 0.553], [-1.926, 1.581, 1.352]],
  "lumo_energy_ev": 3.9,
  "de_lowest_kj_mol": 117.41,
  "charge": -1,
  "e_homo_ev": -4.40
}

=====

{
  "formula": "C40H39N3O3P",
  "method": "wB97M-V/def2-TZVPD",
  "symbols": ["C", "N", "C", "O", "C", "C", "C", "C", "C", "C", "C", "C", "N", "C", "C", "C", "C", "C", "C", "N", "O", "O", "C", "C", "C", "C", "C", "C", "H", "H", "H", "H", "H", "H", "H", "H", "H", "H", "H", "H", "H", "H", "H", "H", "H", "H", "H", "H", "H", "H", "H", "H", "C", "C", "C", "C", "P", "C", "C", "C", "C", "C", "C", "C", "C", "C", "C", "C", "C", "C", "C", "H", "H", "H", "H", "H", "H", "H", "H", "H", "H", "H", "H", "H", "H", "H"],
  "xyz": [[-1.963, 6.384, -0.012], [-1.894, 4.943, 0.070], [-3.026, 4.198, 0.221], [-4.165, 4.640, 0.344], [-2.601, 2.729, 0.223], [-3.185, 1.937, -0.941], [-4.682, 1.779, -0.813], [-5.524, 2.228, -1.834], [-6.908, 2.243, -1.642], [-7.455, 1.770, -0.441], [-6.612, 1.241, 0.544], [-5.225, 1.239, 0.356], [-1.143, 2.817, 0.186], [-0.407, 1.690, 0.238], [0.975, 1.653, 0.113], [1.810, 0.544, 0.217], [3.240, 0.697, 0.049], [3.787, 1.994, -0.176], [5.145, 2.204, -0.398], [5.572, 3.562, -0.504], [6.786, 3.810, -0.646], [4.694, 4.463, -0.438], [6.045, 1.128, -0.438], [5.546, -0.155, -0.202], [4.192, -0.370, 0.078], [-0.643, 4.193, 0.011], [0.042, 4.435, -1.342], [0.312, 4.652, 1.121], [-3.011, 6.688, 0.058], [-1.401, 6.851, 0.805], [-1.546, 6.745, -0.960], [-2.919, 2.290, 1.185], [-2.949, 2.471, -1.875], [-2.695, 0.951, -0.982], [-5.071, 2.603, -2.755], [-7.553, 2.638, -2.428], [-8.535, 1.804, -0.278], [-7.025, 0.838, 1.469], [-4.553, 0.854, 1.128], [-0.977, 0.764, 0.382], [1.452, 2.604, -0.110], [1.353, -0.435, 0.434], [3.168, 2.886, -0.155], [7.092, 1.331, -0.630], [6.232, -1.002, -0.230], [3.846, -1.378, 0.318], [-0.640, 4.193, -2.166], [0.346, 5.490, -1.408], [0.940, 3.822, -1.446], [-0.186, 4.602, 2.097], [1.205, 4.027, 1.156], [0.633, 5.685, 0.923], [4.320, -5.319, -1.519], [4.093, -4.036, -2.029], [3.195, -3.178, -1.397], [2.529, -3.593, -0.223], [1.233, -2.499, 0.495], [-0.204, -2.916, -0.562], [-1.432, -2.288, -0.260], [-2.605, -2.731, -0.870], [-2.566, -3.796, -1.778], [-1.347, -4.400, -2.096], [-0.161, -3.943, -1.518], [0.787, -3.461, 1.992], [1.612, -3.330, 3.131], [1.486, -4.235, 4.184], [0.517, -5.247, 4.132], [-0.342, -5.340, 3.033], [-0.224, -4.437, 1.976], [2.805, -4.862, 0.313], [3.675, -5.729, -0.351], [5.002, -6.001, -2.031], [4.616, -3.696, -2.925], [3.015, -2.177, -1.801], [-1.465, -1.492, 0.491], [-3.553, -2.252, -0.619], [-3.487, -4.160, -2.236], [-1.307, -5.238, -2.788], [0.786, -4.418, -1.777], [2.364, -2.536, 3.162], [2.151, -4.154, 5.049], [0.428, -5.964, 4.950], [-1.107, -6.116, 2.983], [-0.900, -4.519, 1.126], [2.326, -5.185, 1.235], [3.839, -6.723, 0.056]],
  "lumo_energy_ev": -4.8,
  "charge": 1,
  "e_homo_ev": -10.69
}

=====

{
  "formula": "C3H6NO2",
  "method": "wB97M-V/def2-TZVPD",
  "symbols": ["C", "C", "H", "H", "H", "H", "N", "C", "O", "O", "H", "H"],
  "xyz": [[1.457, -1.923, 0.869], [2.209, -0.958, 1.425], [0.676, -1.638, 0.098], [1.760, -2.988, 0.896], [1.891, 0.108, 1.469], [3.254, -1.202, 1.729], [-1.936, 1.499, -0.546], [-0.839, 0.634, -0.594], [-0.947, -0.417, -1.244], [0.135, 1.033, 0.120], [-1.780, 2.451, -0.351], [-2.712, 1.328, -1.231]],
  "lumo_energy_ev": 4.4,
  "de_lowest_kj_mol": 107.13,
  "charge": -1,
  "e_homo_ev": -3.89
}

=====

{
  "formula": "C21H46NO7S2",
  "method": "wB97M-V/def2-TZVPD",
  "symbols": ["C", "C", "C", "C", "C", "C", "C", "C", "C", "C", "C", "N", "O", "C", "C", "C", "C", "H", "H", "H", "H", "H", "H", "H", "H", "H", "H", "H", "H", "H", "H", "H", "H", "H", "H", "H", "H", "H", "H", "H", "H", "H", "H", "H", "H", "H", "H", "O", "S", "O", "O", "C", "C", "C", "H", "H", "H", "H", "H", "H", "H", "H", "O", "S", "O", "O", "C", "C", "C", "H", "H", "H", "H", "H", "H", "H", "H"],
  "xyz": [[-4.713, 1.849, 1.545], [-3.835, 1.247, 0.271], [-2.416, 0.544, 0.798], [-1.485, 0.087, -0.470], [-1.060, 1.292, -1.497], [0.041, 2.364, -0.857], [-0.738, 3.593, -0.089], [-0.700, 5.031, -0.878], [-1.506, 6.232, -0.038], [-1.335, 7.582, -1.006], [-3.112, 5.834, -0.179], [-1.027, 6.419, 1.373], [0.240, 6.943, 1.417], [-0.907, 5.149, 2.174], [-2.304, 4.601, 2.849], [0.059, 5.544, 3.485], [-0.120, 3.913, 1.431], [-3.965, 1.926, 2.472], [-5.111, 2.945, 1.345], [-5.628, 1.172, 1.841], [-4.502, 0.450, -0.301], [-3.639, 2.119, -0.488], [-1.813, 1.397, 1.372], [-2.646, -0.298, 1.580], [-0.589, -0.534, -0.046], [-2.144, -0.678, -1.107], [-1.990, 1.817, -1.986], [-0.481, 0.769, -2.401], [0.737, 2.754, -1.736], [0.643, 1.753, -0.053], [-1.840, 3.190, 0.126], [0.436, 5.388, -0.882], [-1.018, 4.981, -2.010], [-0.550, 8.349, -0.610], [-2.337, 8.163, -1.171], [-0.937, 7.229, -2.074], [-3.695, 6.476, -0.962], [-3.704, 5.947, 0.847], [-3.277, 4.699, -0.501], [-2.920, 4.039, 2.002], [-2.901, 5.525, 3.249], [-2.130, 3.804, 3.709], [1.199, 5.385, 3.275], [-0.219, 6.580, 3.957], [-0.234, 4.730, 4.309], [1.048, 4.049, 1.382], [-0.317, 2.940, 2.063], [-1.283, -3.037, -1.097], [-0.038, -3.635, -1.529], [0.701, -3.132, -2.669], [-0.257, -5.240, -1.715], [-1.279, -5.689, -2.594], [-0.890, -5.497, -4.049], [1.070, -3.709, -0.146], [-2.228, -5.189, -2.369], [-1.423, -6.757, -2.402], [-0.803, -4.437, -4.299], [-1.638, -5.938, -4.713], [0.083, -5.958, -4.251], [0.541, -4.121, 0.714], [1.403, -2.691, 0.070], [1.928, -4.329, -0.412], [4.067, -5.903, -0.703], [5.453, -6.307, -0.617], [6.036, -7.258, -1.541], [5.770, -6.796, 0.906], [4.982, -7.839, 1.462], [5.345, -9.190, 0.872], [6.472, -4.854, -0.611], [3.914, -7.626, 1.334], [5.180, -7.855, 2.539], [5.097, -9.237, -0.191], [4.804, -9.994, 1.379], [6.422, -9.372, 0.961], [6.070, -4.139, 0.108], [6.451, -4.428, -1.617], [7.494, -5.138, -0.352]],
  "lumo_energy_ev": [0.4, -0.3],
  "s_squared": 0.75,
  "multiplicity": 2,
  "e_homo_ev": [-8.99, -9.64]
}